(1)
Computed, not measured: a 3-piece molecular cluster, C34H69FN2O7PS overall, with ωB97M-V with the def2-TZVPD basis set.

Geometry as XYZ:
```
115
C34H69FN2O7PS (ωB97M-V with the def2-TZVPD basis set)
C 0.55 4.91 6.10
C 1.48 3.90 5.46
C 1.83 4.20 4.01
O 0.72 4.67 3.23
C -0.26 3.70 2.95
C -0.30 3.47 1.46
C 0.41 2.36 0.94
C 1.18 1.41 1.84
C 1.61 0.10 1.17
C 2.95 0.19 0.45
C 3.30 -1.15 -0.22
C 2.76 -1.26 -1.65
C 2.32 -2.69 -2.05
C 0.82 -2.87 -2.20
C 0.02 -2.91 -0.90
O 0.80 -3.42 0.15
C 0.23 -3.25 1.43
N 0.48 2.10 -0.34
N -0.19 2.88 -1.17
C 0.01 2.43 -2.58
C -1.05 1.38 -2.97
C -1.43 1.41 -4.46
C -2.97 1.42 -4.60
C -0.90 0.18 -5.20
C -0.93 3.90 -0.79
S -1.87 4.80 -2.06
O -1.99 4.01 -3.22
O -3.01 5.35 -1.45
F -0.82 5.91 -2.32
C -1.00 4.28 0.57
P -1.98 5.72 1.22
O -3.39 5.37 1.34
O -1.34 6.18 2.57
O -1.61 6.90 0.21
H 0.48 4.70 7.17
H 0.96 5.92 6.00
H -0.45 4.86 5.68
H 1.07 2.89 5.49
H 2.44 3.85 5.98
H 2.25 3.31 3.55
H 2.58 4.99 3.94
H -1.24 4.09 3.24
H -0.12 2.78 3.51
H 0.55 1.15 2.68
H 2.08 1.91 2.18
H 0.83 -0.31 0.53
H 1.74 -0.62 1.98
H 3.72 0.38 1.20
H 2.96 0.99 -0.30
H 4.38 -1.31 -0.21
H 2.85 -1.95 0.37
H 3.55 -0.95 -2.34
H 1.90 -0.59 -1.75
H 2.73 -3.42 -1.36
H 2.76 -2.92 -3.02
H 0.63 -3.80 -2.74
H 0.44 -2.07 -2.84
H -0.86 -3.55 -1.03
H -0.35 -1.90 -0.66
H -0.50 -2.44 1.44
H -0.26 -4.17 1.75
H 1.03 -3.03 2.14
H 0.04 3.27 -3.25
H 0.99 1.97 -2.59
H -1.91 1.47 -2.31
H -0.61 0.40 -2.74
H -1.09 2.33 -4.93
H -3.28 1.80 -5.57
H -3.35 0.42 -4.44
H -3.41 2.04 -3.83
H -1.23 -0.71 -4.66
H -1.32 0.12 -6.20
H 0.19 0.16 -5.24
H -0.84 7.00 2.52
H -2.45 7.27 -0.09
C -2.28 -0.51 9.68
C -2.26 0.62 8.65
C -2.96 0.26 7.34
C -2.33 -0.90 6.58
C -0.85 -0.71 6.23
C -0.60 0.48 5.31
H -1.75 -1.39 9.32
H -1.81 -0.20 10.61
H -3.31 -0.81 9.91
H -1.23 0.93 8.47
H -2.76 1.49 9.08
H -2.98 1.15 6.70
H -4.00 0.02 7.55
H -2.89 -1.06 5.65
H -2.43 -1.82 7.15
H -0.49 -1.62 5.73
H -0.25 -0.61 7.13
H -1.16 0.38 4.37
H 0.46 0.56 5.07
H -0.90 1.42 5.78
C 1.08 -3.12 -6.46
C 1.45 -4.50 -5.92
C 2.19 -5.38 -6.94
C 1.39 -5.70 -8.20
C 0.05 -6.40 -7.96
C 0.19 -7.76 -7.28
H 0.40 -3.19 -7.32
H 0.59 -2.52 -5.70
H 1.98 -2.58 -6.79
H 0.55 -5.01 -5.57
H 2.09 -4.38 -5.05
H 2.49 -6.30 -6.45
H 3.11 -4.87 -7.23
H 2.01 -6.34 -8.84
H 1.21 -4.78 -8.77
H -0.45 -6.53 -8.92
H -0.60 -5.76 -7.36
H 0.81 -8.43 -7.88
H -0.79 -8.23 -7.15
H 0.64 -7.67 -6.29
```

Calculated values
2S+1 = 1
frontier orbital gap = 7.01 eV
net charge = +1
electronic energy = -2812.26588 Ha

Atomic partial charges in e from the Mulliken method, atoms 1 to 2:
1 C -1.246
2 C -0.136

=====

(2)
Computed, not measured: CHFNPS2 as an isolated structure, with ωB97M-V with the def2-TZVPD basis set.

Geometry as XYZ:
```
7
CHFNPS2 (ωB97M-V with the def2-TZVPD basis set)
C -1.34 -0.45 0.80
N -2.28 -0.97 1.20
F -0.31 -0.41 -1.88
P 0.03 0.41 0.06
S -0.32 2.27 -0.38
S 1.84 -0.61 0.62
H 2.37 -0.22 -0.42
```

Calculated values
2S+1 = 1
frontier orbital gap = 8.67 eV
energy relative to the best compared isomer or geometry (same formula, charge and spin) = 1.798 eV
electronic energy = -1331.00625 Ha

Atomic partial charges in e from the Mulliken method, atoms 1 to 2:
1 C 0.230
2 N -0.241

=====

Which LUMO level belongs to each record? In order, -4.847; -1.908 eV.